Record 1
One molecule with the formula C4H12N2O, computed with ωB97M-V/def2-TZVPD.

Structure (XYZ):
```
19
Properties=species:S:1:pos:R:3:lowdin_charge:R:1
C 0.44422 -1.36513 -1.24346 -0.110
N -0.11578 -0.66296 -0.11252 -0.311
C -0.50549 -1.47352 1.02600 -0.096
C -0.44442 0.83195 -0.08964 -0.390
N -0.59032 1.33096 -1.41947 0.055
C 0.83523 1.35202 0.58369 -0.211
O 0.78318 1.28273 2.00768 -0.088
H -0.29150 -2.06408 -1.64701 0.075
H 0.75636 -0.65619 -2.00676 0.075
H 1.32303 -1.93072 -0.91417 0.081
H 0.38677 -1.89073 1.50504 0.085
H -1.00349 -0.86891 1.78299 0.076
H -1.18848 -2.25918 0.69827 0.075
H -1.34677 0.93082 0.53669 0.133
H -1.28742 0.83630 -1.95893 0.092
H -0.14584 2.21675 -1.61759 0.080
H 1.03282 2.37958 0.25295 0.103
H 1.30455 0.18459 0.28506 0.194
H 0.05335 1.82573 2.33117 0.081
```

Computed properties:
relative energy (zero: lowest compared OMol25 entry of this formula, charge and spin) = 3.815 eV
SMILES = CN(C)[C@H](N)CO
gap between HOMO and LUMO = 8.554 eV
total charge = 0

---

Record 2
One molecule with the formula C5H8N2, computed with ωB97M-V/def2-TZVPD.

Structure (XYZ):
```
15
Properties=species:S:1:pos:R:3:lowdin_charge:R:1
C 2.56075 -0.50471 -0.04796 -0.096
N 1.29744 0.07156 -0.14640 -0.226
C 0.83200 1.32798 -0.22109 -0.057
C -0.57723 1.30900 -0.04987 -0.030
C -0.94574 0.00179 0.09596 -0.305
C -2.27840 -0.64807 0.28696 -0.036
N 0.21640 -0.73772 -0.00585 0.105
H 3.34964 0.23814 0.00053 0.008
H 2.69101 -1.31484 -0.76630 0.010
H 0.43322 -1.63170 0.40008 0.159
H 1.50465 2.14789 -0.42103 0.121
H -1.24146 2.16235 -0.08297 0.105
H -2.45584 -1.42534 -0.46564 0.081
H -3.07091 0.10053 0.19293 0.081
H -2.37316 -1.11098 1.27826 0.081
```

Computed properties:
relative energy (zero: lowest compared OMol25 entry of this formula, charge and spin) = 3.012 eV
gap between HOMO and LUMO (alpha / beta) = 7.080 / 7.081 eV
total charge = 0

---

Record 3
A 2-piece molecular cluster, C7H7N3 overall, computed with ωB97M-V/def2-TZVPD.

Structure (XYZ):
```
17
Properties=species:S:1:pos:R:3:lowdin_charge:R:1
C 1.39043 1.07085 2.70529 -0.202
C 0.22092 -0.29357 -2.53707 -0.100
C 1.26823 0.17543 -1.79859 -0.061
C -0.94704 -0.78766 -1.92159 -0.068
C 1.06844 0.19119 -0.43395 -0.042
C -1.15215 -0.62163 -0.53337 -0.023
C -0.08613 -0.10080 0.25073 -0.322
N 1.95263 1.67336 3.47985 -0.047
N -1.30521 -0.12884 2.22901 0.045
N -0.11429 -0.19985 1.61732 -0.034
H 0.37541 -0.37455 -3.54732 0.076
H 2.23954 0.47310 -2.22096 0.125
H -1.66975 -1.17088 -2.72616 0.130
H 1.81066 0.48745 0.27066 0.081
H -2.05490 -1.07090 0.08592 0.140
H -1.91592 0.71144 1.83360 0.174
H -1.08088 -0.03414 3.24662 0.128
```

Computed properties:
relative energy (zero: lowest compared OMol25 entry of this formula, charge and spin) = 5.255 eV
gap between HOMO and LUMO (alpha / beta) = 7.080 / 7.557 eV
total charge = 0

---

Record 4
A 8-piece molecular cluster, C32H85N5O14 overall, computed with ωB97M-V/def2-TZVPD.

Structure (XYZ):
```
136
Properties=species:S:1:pos:R:3:mulliken_spin:R:1
C -1.27112 -5.93537 -1.51763 0.018
O 0.05450 -5.35760 -1.38932 -0.029
C 0.29553 -4.02078 -1.95814 0.002
C 1.63733 -3.37836 -1.52010 0.016
N 2.92385 -3.91553 -2.10661 -0.072
C 3.12691 -5.34952 -2.39281 -0.005
C 4.58348 -5.65619 -2.19657 -0.006
O 5.41579 -5.46955 -3.30703 -0.024
C 5.75105 -4.14929 -3.75342 0.071
H -1.18157 -6.99611 -1.28330 -0.002
H -1.53415 -5.93088 -2.57541 -0.001
H -2.02586 -5.42297 -0.92104 0.006
H -0.59122 -3.42437 -1.74349 0.003
H 0.24588 -4.12435 -3.04207 0.006
H 1.76537 -3.53567 -0.44914 -0.011
H 1.54723 -2.31617 -1.74755 0.047
H 3.77679 -3.60143 -1.66624 0.022
H 2.74855 -5.54239 -3.39668 -0.002
H 2.59485 -6.10710 -1.81742 0.003
H 4.59496 -6.67907 -1.82017 0.001
H 4.95451 -5.23010 -1.26444 0.020
H 6.45229 -4.17317 -4.58756 -0.007
H 6.18627 -3.57419 -2.93614 -0.005
H 4.90083 -3.54459 -4.06894 -0.007
C 1.58710 0.60184 5.97569 2.766
O 0.87271 -0.14933 4.90177 -2.019
C -0.15964 -0.97011 5.37326 0.094
C -1.04757 -1.57326 4.27645 -0.075
N -1.70699 -2.79356 4.68323 0.012
C -2.31765 -3.52211 3.50960 0.015
C -3.45017 -2.66309 2.75588 0.021
O -2.95342 -1.57348 1.95733 -0.001
C -1.98998 -1.83873 0.95782 -0.014
H 1.12683 1.53402 6.30325 -0.105
H 2.56729 0.91875 5.61946 -0.046
H 1.78813 0.00763 6.86710 -0.158
H -0.73923 -0.39233 6.09321 0.057
H 0.39217 -1.77178 5.86413 0.061
H -0.40272 -1.84746 3.44153 -0.041
H -1.75303 -0.82690 3.91124 -0.025
H -1.06511 -3.42721 5.13775 0.006
H -2.70870 -4.47393 3.86908 -0.012
H -1.56344 -3.72781 2.75003 0.001
H -4.25457 -2.41297 3.44760 -0.002
H -3.98093 -3.39756 2.15012 -0.003
H -2.31066 -2.79930 0.55463 -0.006
H -0.95129 -2.04153 1.21874 0.003
H -2.15290 -1.28682 0.03210 0.013
C -1.80544 3.06526 -2.91381 0.003
O -3.04304 3.70865 -3.10509 0.000
C -3.78924 3.36779 -4.22247 0.005
C -4.32649 1.90458 -4.09601 -0.010
N -5.56504 1.68982 -4.84882 0.001
C -5.31987 1.77868 -6.27079 0.000
C -4.31790 0.77791 -6.85810 -0.001
O -2.92843 1.18678 -6.70191 -0.010
C -2.13054 0.07569 -6.67812 0.031
H -1.15228 3.53187 -3.65120 -0.004
H -1.72152 1.99710 -2.71361 -0.004
H -1.52071 3.56834 -1.98971 0.009
H -3.17064 3.37029 -5.11992 0.001
H -4.55600 4.12882 -4.36740 0.000
H -4.50652 1.78464 -3.02770 0.002
H -3.50991 1.22516 -4.34030 0.005
H -6.01061 0.80160 -4.66818 0.000
H -4.92372 2.77791 -6.45161 0.000
H -6.33436 1.62979 -6.64058 -0.001
H -4.62838 0.61638 -7.89038 0.000
H -4.63358 -0.02117 -6.18734 0.001
H -2.13074 -0.37248 -7.67173 -0.002
H -2.43012 -0.65145 -5.92339 0.001
H -1.08911 0.19793 -6.38050 -0.009
C 1.86297 -4.28068 3.37605 0.054
O 2.74072 -3.44657 2.59971 -0.076
C 3.36728 -2.38716 3.36320 -0.084
C 4.21109 -1.40559 2.51335 0.447
N 3.30377 -1.12494 1.32887 0.132
C 2.54711 0.14639 1.46928 -0.939
C 3.23373 1.38821 1.94320 0.445
O 2.48671 2.61222 1.71839 -1.820
C 3.19308 3.64375 2.40758 2.178
H 2.37436 -5.18988 3.69215 -0.029
H 0.99557 -4.58304 2.78928 0.016
H 1.49592 -3.85210 4.30862 0.000
H 3.95473 -2.72359 4.21750 -0.184
H 2.51892 -1.93794 3.87952 0.152
H 5.04151 -2.05141 2.22802 -0.026
H 4.52629 -0.55705 3.12057 -0.145
H 2.65363 -1.89722 1.29734 -0.033
H 1.61818 -0.05658 2.00220 -0.038
H 2.04608 0.43979 0.54679 0.020
H 4.23757 1.31213 1.52532 0.109
H 3.34964 1.18866 3.00849 0.555
H 3.33154 3.49162 3.47799 -0.110
H 2.64773 4.54863 2.13945 -0.014
H 4.09899 3.88217 1.85028 -0.154
C -3.05115 1.68077 0.88368 0.030
O -2.00480 2.53552 1.18653 0.135
C -0.93336 1.89004 1.92835 -0.611
C -1.12625 2.30557 3.37610 0.159
N -1.67199 3.65868 3.47857 -0.077
C -0.58038 4.62567 3.49346 -0.070
C -1.08250 6.02523 3.69678 0.162
O -1.74292 6.65471 2.59415 -0.060
C -2.31161 7.89648 2.88596 0.016
H -3.86799 2.39376 0.99551 -0.002
H -3.29861 0.84316 1.53582 0.000
H -3.01300 1.39688 -0.16801 -0.008
H -0.08238 2.45306 1.54504 0.067
H -0.74204 0.83351 1.74063 -0.015
H -0.15256 2.22726 3.85972 0.124
H -1.83463 1.58513 3.78508 -0.040
H -2.33959 3.74688 2.72582 0.003
H 0.09605 4.49805 2.64833 0.135
H 0.05042 4.34802 4.33791 -0.135
H -0.14060 6.51712 3.93962 0.033
H -1.78662 5.89798 4.51905 0.029
H -3.20546 7.87278 2.26259 0.000
H -1.66076 8.69975 2.54065 -0.003
H -2.66745 8.02844 3.90776 0.004
C 2.76166 2.28707 -2.28375 -0.043
C 3.05943 3.53667 -3.17821 0.094
O 3.30586 3.32930 -4.55863 -0.136
O 1.66845 1.59928 -2.82751 -0.050
H 2.50504 2.64756 -1.28761 0.198
H 3.59775 1.58788 -2.27049 -0.144
H 3.97729 3.90068 -2.71655 -0.029
H 2.35270 4.36296 -3.10145 0.025
H 4.14460 2.86444 -4.60360 0.033
H 1.84264 1.52714 -3.76882 0.058
O -2.12639 -0.88916 -2.52413 -0.021
H -2.25943 -1.62404 -1.92540 0.009
H -1.71570 -0.21246 -1.98596 0.002
O -0.32301 0.11295 -0.93008 0.094
H 0.32844 0.07370 -1.63030 -0.011
H -0.04100 0.84427 -0.38065 -0.009
```

Computed properties:
gap between HOMO and LUMO (alpha / beta) = 1.424 / 8.269 eV
expectation value of S² = 0.750
total charge = -1
spin multiplicity = 2

---

Record 5
A 2-piece molecular cluster, C9H14 overall, computed with ωB97M-V/def2-TZVPD.

Structure (XYZ):
```
23
Properties=species:S:1:pos:R:3:lowdin_charge:R:1
C 2.53201 -0.23729 0.05377 -0.052
C 1.33888 -0.57884 0.89389 -0.291
C 0.76954 0.32015 1.78573 -0.060
C -0.35212 -0.00426 2.53951 -0.092
C -0.99877 -1.20971 2.34180 -0.092
C -0.40680 -2.11972 1.45875 -0.096
C 0.77230 -1.85158 0.78406 -0.056
H 3.24585 0.39927 0.57315 0.076
H 2.17835 0.25766 -0.84423 0.077
H 3.09326 -1.15675 -0.14259 0.079
H 1.32756 1.22418 1.98352 0.108
H -0.67608 0.74118 3.25450 0.100
H -1.96866 -1.53213 2.68523 0.097
H -0.86217 -3.08840 1.30913 0.097
H 1.21785 -2.59900 0.15326 0.104
C -1.19251 2.11788 -2.02260 -0.160
C -1.62930 0.76730 -2.65719 -0.168
H -1.60663 2.17626 -1.01757 0.059
H -0.10186 2.13971 -1.97821 0.050
H -1.49261 2.87826 -2.74451 0.058
H -1.63662 -0.01579 -1.91073 0.048
H -2.63246 0.88193 -3.07197 0.059
H -0.91900 0.48969 -3.42671 0.054
```

Computed properties:
relative energy (zero: lowest compared OMol25 entry of this formula, charge and spin) = 0.410 eV
SMILES = Cc1ccccc1.CC
gap between HOMO and LUMO = 10.045 eV
total charge = 0

---

Number 1: M 104.2 g/mol, E -9367.3793 eV. Number 2: M 96.1 g/mol, E -8291.9843 eV. Number 3: M 133.2 g/mol, E -11837.2559 eV. Number 4: M 764.1 g/mol, E -70664.6089 eV. Number 5: M 122.2 g/mol, E -9559.7715 eV.